No. 1
Here is a 2-piece molecular cluster, C4H8N2O overall in a non-equilibrium geometry from the Open Molecules 2025 dataset. Energies are from the ωB97M-V functional and the def2-TZVPD basis.

Summary:
energy relative to the best compared isomer or geometry (same formula, charge and spin) = 5.6074 eV
lowest unoccupied orbital energy (spin up / spin down) = -0.68 / -0.68 eV
frontier orbital gap (spin up / spin down) = 6.93 / 6.93 eV
total energy = -341.79758 Eh
molecular weight = 100.12 g mol⁻¹

Positions of all 15 atoms, in Å:
H 0.401 -2.155 -1.443
O -0.176 -1.851 -0.720
N 2.526 1.091 -0.996
H 0.408 -1.201 -0.150
H 0.179 0.623 2.477
C 1.655 0.786 -0.283
H -0.735 0.094 -1.978
C -0.786 0.952 0.036
C -1.131 -0.051 -0.979
H -1.493 0.968 0.869
N 0.729 0.035 1.861
C 0.546 0.311 0.476
H 0.603 -0.936 2.115
H -2.043 -0.632 -0.915
H -0.683 1.965 -0.373

Atomic partial charges in e from the Löwdin method, atoms 1 to 6:
1. H 0.09
2. O -0.06
3. N 0.11
4. H 0.03
5. H 0.07
6. C -0.26



No. 2
Here is a 2-piece molecular cluster, H16Si7 overall in a non-equilibrium geometry from the Open Molecules 2025 dataset. Energies are from the ωB97M-V functional and the def2-TZVPD basis.

Summary:
energy relative to the best compared isomer or geometry (same formula, charge and spin) = 2.4256 eV
lowest unoccupied orbital energy = -1.06 eV
frontier orbital gap = 7.09 eV
total energy = -2035.77236 Eh
molecular weight = 212.73 g mol⁻¹

Positions of all 23 atoms, in Å:
H -0.979 -0.192 -2.903
Si -0.409 0.387 -1.615
H 3.706 2.634 -0.111
Si 4.107 1.296 -0.657
H -3.126 3.139 0.551
H 2.664 -1.504 -1.569
H -3.867 1.414 1.940
H 5.191 1.632 -1.558
H -1.148 -0.880 1.100
H 3.686 -2.490 2.134
H -1.739 2.307 2.401
Si -2.774 1.843 1.237
H 1.540 -2.846 1.284
Si -3.667 -1.327 -0.964
Si 2.492 -0.587 -0.581
H 1.788 -0.960 2.680
Si 2.352 -1.769 1.534
H 4.762 0.536 0.588
Si -1.975 -0.043 0.029
H -0.385 1.792 -1.740
H -3.863 -0.489 -2.113
H -4.870 -1.125 -0.121
H -3.486 -2.769 -1.543

Atomic partial charges in e from the Löwdin method, atoms 1 to 6:
1. H -0.13
2. Si 0.34
3. H -0.13
4. Si 0.40
5. H -0.11
6. H -0.23



No. 3
Here is C2H6I2NP as an isolated structure in a non-equilibrium geometry from the Open Molecules 2025 dataset. Energies are from the ωB97M-V functional and the def2-TZVPD basis.

Summary:
energy relative to the best compared isomer or geometry (same formula, charge and spin) = 3.0054 eV
lowest unoccupied orbital energy (spin up / spin down) = -1.75 / -0.51 eV
frontier orbital gap (spin up / spin down) = 7.32 / 7.85 eV
total energy = -1071.20721 Eh
molecular weight = 328.86 g mol⁻¹

Positions of all 12 atoms, in Å:
H 1.657 -0.126 1.618
H 0.579 1.414 -0.115
I -3.057 -1.289 0.594
I -2.400 2.265 0.890
H 0.353 -1.196 -1.567
C 1.034 -0.484 0.787
C 0.971 0.390 -0.394
P -3.080 0.674 -0.849
H 0.012 -0.797 1.021
H 1.525 -1.471 0.418
H 1.987 0.756 -0.893
N 0.420 -0.138 -1.509

Atomic partial charges in e from the Löwdin method, atoms 1 to 6:
1. H 0.08
2. H 0.08
3. I 0.16
4. I 0.16
5. H 0.07
6. C -0.14



No. 4
Here is C46H76GeN6O2P3SiTi as an isolated structure from the Open Molecules 2025 dataset. Energies are from the ωB97M-V functional and the def2-TZVPD basis.

Summary:
net charge = +1
energy relative to the best compared isomer or geometry (same formula, charge and spin) = 0.0000 eV
lowest unoccupied orbital energy = -2.65 eV
frontier orbital gap = 6.73 eV
total energy = -6517.28191 Eh
molecular weight = 986.64 g mol⁻¹

Positions of all 136 atoms, in Å:
C 2.431 1.515 -4.518
C 0.329 2.758 5.084
C -2.544 4.191 0.210
H 4.089 1.038 -0.026
C -2.659 -1.811 -2.196
H 0.784 4.821 -3.535
C 3.249 1.726 1.815
H -0.011 4.188 0.348
P 2.623 -0.705 0.610
C 2.562 -3.518 -4.196
N 0.863 -0.421 2.685
C 1.504 4.582 4.067
C -4.364 2.676 3.956
H -6.062 2.112 2.781
C 3.069 -3.148 -0.815
H -2.180 0.402 5.897
C -0.613 3.529 -2.533
H 3.201 -4.360 -3.921
H 0.076 -4.161 1.190
H -4.910 3.384 4.563
H -1.543 -1.611 7.217
N 0.765 -1.221 -2.550
Ge -0.255 0.498 1.424
H 5.810 1.061 1.739
H 5.742 -0.525 0.988
H -3.587 -3.479 0.592
C -3.011 2.453 4.182
H -3.492 1.723 -2.041
H -2.650 2.090 0.352
C -1.375 -0.244 5.569
H 1.295 -1.470 -5.625
O 2.869 1.969 -1.818
P -0.764 2.383 -1.080
H -1.366 4.300 -2.345
H 1.320 3.118 -0.063
H -1.992 2.392 -3.786
H -2.229 4.989 -0.467
C -0.693 0.057 4.409
C -3.546 2.668 -1.505
H -4.526 2.730 -1.029
H -3.585 4.384 0.478
H 2.055 1.242 -5.500
C -2.942 0.855 2.355
H -0.956 3.516 -4.664
C -4.308 1.067 2.154
H 1.009 -4.937 -1.377
H 2.440 -2.669 -1.559
N -0.943 1.217 3.604
H 0.015 2.203 5.959
C 0.582 -0.880 -5.045
H 0.903 4.901 -1.783
C -0.156 -3.135 0.895
H -0.229 -2.533 1.803
H 0.341 0.009 -5.627
H 4.816 -2.247 2.034
H 0.672 -2.761 0.289
C 1.822 0.648 -3.460
H -0.147 -3.625 -5.924
C -1.469 -3.074 0.126
H 1.492 -2.533 4.354
C -2.807 -0.511 0.396
H 3.002 -2.616 -3.771
H -2.911 -1.111 -4.219
H 2.115 5.472 4.155
C -2.325 1.542 3.407
H 1.186 -6.096 -2.697
H 1.572 3.516 -2.639
H -1.377 -4.084 -4.739
H -3.303 0.247 -0.230
C 0.347 2.996 2.669
H 3.838 -3.730 -1.325
H 1.818 -2.265 2.237
C 3.869 0.629 0.962
C -0.987 2.813 -3.830
N 1.935 0.961 -2.123
H -0.207 -5.270 -5.296
H -2.641 -2.817 1.930
C -2.461 2.808 -0.438
C -2.606 -3.480 1.062
H 3.517 1.392 -4.557
O 0.182 -2.467 -2.789
C -0.331 -4.218 -5.029
H 5.125 -3.560 0.904
C 1.130 4.141 2.803
H 3.012 1.369 2.820
H -4.605 -2.440 -2.860
C -4.099 -2.239 -1.914
C 1.127 3.891 5.206
H 3.609 -3.505 1.783
H 4.507 -1.617 -0.455
C 0.692 -1.881 4.675
H -4.841 0.547 1.371
C 2.013 -1.185 2.272
H -2.482 2.990 4.960
H 5.025 -0.257 2.587
H -3.353 0.075 -3.011
H 3.700 1.709 -2.240
H 0.320 -3.033 6.436
H -4.664 -1.454 -1.407
H -2.114 -2.664 -2.602
H 1.439 4.232 6.183
H -1.416 -3.769 -0.719
C 5.182 0.180 1.599
C 1.110 -0.500 -3.693
H -0.331 -1.462 -4.942
C -0.071 2.337 3.833
Si 0.810 -3.819 -3.604
C 0.022 -2.167 5.860
H -0.409 -5.494 -2.270
H 2.593 -3.429 -5.282
H 2.830 -1.047 2.991
Ti 0.629 -0.008 -1.029
C 0.642 -5.209 -2.366
H -1.643 -0.245 -3.343
N -0.035 2.420 1.466
H -0.294 1.998 -4.044
P -1.647 -1.411 -0.690
N -2.133 0.060 1.543
C -5.004 1.965 2.956
H 2.464 -3.852 -0.243
C -1.019 -1.371 6.303
C 0.266 3.135 0.243
H -1.960 4.248 1.126
H -3.597 -1.194 0.721
H 2.224 2.572 -4.350
H 3.945 2.561 1.912
H -4.155 -3.147 -1.317
C 0.744 4.224 -2.622
H 1.476 4.677 1.929
H -2.417 -4.490 1.431
C -2.628 -0.704 -3.246
C 0.322 -0.771 3.917
C 4.357 -2.886 1.286
H -3.492 3.473 -2.240
C 3.721 -2.131 0.113
H 2.331 2.099 1.380

Atomic partial charges in e from the Löwdin method, atoms 1 to 6:
1. C -0.01
2. C -0.01
3. C -0.08
4. H 0.08
5. C -0.52
6. H 0.09



No. 5
Here is one molecule with the formula C3H6N4 in a non-equilibrium geometry from the Open Molecules 2025 dataset. Energies are from the ωB97M-V functional and the def2-TZVPD basis.

Summary:
energy relative to the best compared isomer or geometry (same formula, charge and spin) = 6.7058 eV
lowest unoccupied orbital energy = 0.03 eV
frontier orbital gap = 8.29 eV
total energy = -336.70282 Eh
molecular weight = 98.11 g mol⁻¹

Positions of all 13 atoms, in Å:
C 1.030 0.760 -0.653
C -1.853 -1.533 1.155
H -2.230 -0.983 2.079
C 1.959 1.772 -1.110
H 2.563 1.272 -1.870
H 2.746 2.251 -0.549
N -1.069 -0.560 0.506
N 0.989 -0.414 -0.367
H -1.402 -2.509 1.202
H -2.798 -1.909 0.535
N -1.411 0.532 0.220
N 0.173 -1.186 0.238
H 1.301 2.507 -1.388

Atomic partial charges in e from the Löwdin method, atoms 1 to 6:
1. C -0.06
2. C -0.09
3. H 0.11
4. C -0.07
5. H 0.10
6. H 0.08



No. 6
Here is C21H45As3F3MgN5S as an isolated structure from the Open Molecules 2025 dataset. Energies are from the ωB97M-V functional and the def2-TZVPD basis.

Summary:
net charge = +2
energy relative to the best compared isomer or geometry (same formula, charge and spin) = 0.3504 eV
lowest unoccupied orbital energy = -5.27 eV
frontier orbital gap = 7.38 eV
total energy = -8705.78395 Eh
molecular weight = 705.76 g mol⁻¹

Positions of all 79 atoms, in Å:
C 2.261 1.293 -1.798
C 4.049 -4.883 -2.817
N -1.166 4.942 3.161
H -0.380 -1.416 -1.906
H 4.607 -3.856 -0.546
H -0.916 7.011 3.554
C 1.585 -3.855 -3.927
C -5.086 3.850 -2.248
C 3.032 -1.944 -2.082
H -1.658 6.052 4.840
H 0.926 -3.012 -4.135
C -3.274 1.811 0.332
H -1.230 -0.677 4.665
H -3.164 -1.711 3.519
H 0.567 0.122 3.108
H 4.015 -0.414 0.112
H 4.643 -2.826 0.874
H 1.189 -4.456 -3.106
H -3.259 1.672 1.406
H 3.995 -5.600 -3.637
H 3.341 1.423 -1.835
N -1.478 5.705 1.038
H 3.711 -1.116 -2.294
C -1.188 -0.862 3.593
H 2.343 2.800 0.839
H 3.444 -5.258 -1.992
C 2.680 1.794 1.070
H -3.411 -0.960 1.124
H 2.473 1.593 2.119
F -4.847 5.078 -1.768
H 1.778 2.267 -1.859
C -0.537 -4.350 0.717
H -1.618 -4.266 0.826
H -0.144 -3.133 -2.201
C -1.608 6.193 3.765
H -3.108 0.007 3.187
H -1.624 0.726 -2.272
H -2.610 6.461 3.426
C -2.585 -0.936 3.019
H -0.118 -4.723 1.649
N -0.420 0.196 2.882
H -1.629 -2.579 -1.419
H -1.384 5.570 0.047
C -2.358 1.294 -1.713
S -0.396 3.293 1.179
H 5.089 -4.798 -2.516
H -0.700 4.262 3.738
H 5.304 -2.240 -0.656
H -0.697 1.123 3.202
H -2.337 -2.142 1.378
H 1.941 -4.033 -0.898
As 0.266 -2.642 0.283
Mg -0.776 0.090 0.737
H 2.030 -1.577 -2.328
C -1.055 4.729 1.848
C 3.060 -0.930 0.229
H -3.166 2.268 -3.444
F -6.349 3.537 -1.960
H 2.961 -1.144 1.297
C -0.554 -2.414 -1.497
As 1.779 0.521 -0.093
H 1.939 0.673 -2.627
C -3.218 2.155 -2.371
C -4.174 2.676 -0.239
As 3.401 -3.207 -3.587
C -4.131 2.858 -1.614
H 2.376 -3.769 0.782
H 3.749 1.699 0.889
H -4.889 3.206 0.375
C 2.059 -3.264 -0.134
F -4.948 3.888 -3.572
H 1.616 -4.477 -4.821
H -1.774 6.605 1.375
N -2.508 -1.154 1.546
H -0.666 -1.805 3.441
C 4.500 -2.831 -0.210
H -0.323 -5.054 -0.085
N -2.372 1.120 -0.387
C 3.124 -2.248 -0.573

Atomic partial charges in e from the Löwdin method, atoms 1 to 6:
1. C -0.28
2. C -0.35
3. N -0.05
4. H 0.00
5. H 0.06
6. H 0.10



No. 7
Here is a 2-piece molecular cluster, CH7N overall from the Open Molecules 2025 dataset. Energies are from the ωB97M-V functional and the def2-TZVPD basis.

Summary:
energy relative to the best compared isomer or geometry (same formula, charge and spin) = 0.0331 eV
lowest unoccupied orbital energy = 1.01 eV
frontier orbital gap = 11.26 eV
total energy = -97.04060 Eh
molecular weight = 33.07 g mol⁻¹

Positions of all 9 atoms, in Å:
H -1.893 2.181 -1.030
H 1.956 -2.012 1.198
N 1.390 -1.172 1.173
H -0.764 1.050 -0.187
H 0.419 -1.415 0.950
H -0.667 1.282 -1.937
C -1.348 1.237 -1.090
H 1.734 -0.678 0.355
H -2.047 0.400 -1.155

Atomic partial charges in e from the Löwdin method, atoms 1 to 6:
1. H 0.02
2. H 0.00
3. N 0.00
4. H 0.01
5. H 0.01
6. H 0.01



No. 8
Here is a 3-piece molecular cluster, C2H3F3O overall in a non-equilibrium geometry from the Open Molecules 2025 dataset. Energies are from the ωB97M-V functional and the def2-TZVPD basis.

Summary:
energy relative to the best compared isomer or geometry (same formula, charge and spin) = 5.5198 eV
lowest unoccupied orbital energy (spin up / spin down) = -1.24 / -1.04 eV
frontier orbital gap (spin up / spin down) = 8.40 / 10.32 eV
total energy = -452.65092 Eh
molecular weight = 100.04 g mol⁻¹

Positions of all 9 atoms, in Å:
H -0.119 -0.002 0.691
H -1.770 -0.644 1.432
F -1.843 1.137 0.462
F -1.425 -0.772 -0.525
C 1.401 0.068 -1.430
O 1.995 0.782 -0.729
H 0.817 -0.778 -1.529
C -1.284 -0.142 0.614
F 2.228 0.351 1.014

Atomic partial charges in e from the Löwdin method, atoms 1 to 6:
1. H 0.12
2. H 0.12
3. F -0.02
4. F 0.02
5. C 0.16
6. O 0.11



Question: Number 1 is which compound?
Answer: C4H8N2O



What did the seventh record say?
Here is a 2-piece molecular cluster, CH7N overall from the Open Molecules 2025 dataset. Energies are from the ωB97M-V functional and the def2-TZVPD basis.

Summary:
energy relative to the best compared isomer or geometry (same formula, charge and spin) = 0.0331 eV
lowest unoccupied orbital energy = 1.01 eV
frontier orbital gap = 11.26 eV
total energy = -97.04060 Eh
molecular weight = 33.07 g mol⁻¹

Positions of all 9 atoms, in Å:
H -1.893 2.181 -1.030
H 1.956 -2.012 1.198
N 1.390 -1.172 1.173
H -0.764 1.050 -0.187
H 0.419 -1.415 0.950
H -0.667 1.282 -1.937
C -1.348 1.237 -1.090
H 1.734 -0.678 0.355
H -2.047 0.400 -1.155

Atomic partial charges in e from the Löwdin method, atoms 1 to 6:
1. H 0.02
2. H 0.00
3. N 0.00
4. H 0.01
5. H 0.01
6. H 0.01